Entry 1:
Computed, not measured: a structure of composition C11H14Cl5N2O8P2S2Zn, with ωB97M-V/def2-TZVPD.

Each line ends with the natural charge from an NBO analysis.
Cartesian coordinates (Å):
Zn (-0.7014, -0.6796, -0.7652)  1.625
Cl (-0.1178, 1.0021, 2.1071)  0.015
C (1.2559, 0.2161, 1.3889)  0.047
C (1.0973, -0.4258, 0.1641)  -0.673
C (2.2528, -0.9741, -0.3761)  0.022
Cl (2.1508, -1.7264, -1.9455)  0.005
C (3.4916, -0.9392, 0.2605)  -0.142
Cl (4.8881, -1.6587, -0.4573)  0.029
C (3.5949, -0.3178, 1.5015)  -0.088
Cl (5.1094, -0.2761, 2.3269)  0.034
C (2.4702, 0.2742, 2.0683)  -0.139
Cl (2.5984, 1.0515, 3.6027)  0.034
O (-3.5381, 0.4200, -3.5118)  -1.023
P (-2.2647, 1.0609, -2.8133)  2.569
O (-1.7951, 2.2588, -3.5277)  -1.150
O (-1.2434, -0.0317, -2.5093)  -1.289
O (-2.8563, 1.4949, -1.3404)  -1.109
P (-3.5152, 0.4060, -0.3487)  2.569
O (-4.1658, 1.3319, 0.7875)  -0.992
O (-4.5545, -0.3651, -1.0777)  -1.167
O (-2.3701, -0.3184, 0.3286)  -1.283
H (-4.0580, -0.0894, -2.8510)  0.532
H (-5.0735, 1.5384, 0.5404)  0.500
C (-0.1527, 4.0668, -1.3957)  -0.838
S (0.7386, 2.5616, -1.0086)  1.258
C (1.3733, 2.2535, -2.6540)  -0.840
O (1.9073, 2.9555, -0.1597)  -1.020
H (0.5640, 4.8028, -1.7622)  0.214
H (-0.6065, 4.4113, -0.4679)  0.229
H (-0.9174, 3.8330, -2.1368)  0.279
H (0.5260, 2.1278, -3.3284)  0.278
H (1.9591, 1.3363, -2.6048)  0.231
H (2.0060, 3.0953, -2.9381)  0.216
S (-0.9913, -3.1896, -0.7206)  -0.318
C (-0.5139, -3.0983, 0.8964)  0.333
N (0.5062, -3.8138, 1.4370)  -0.609
C (0.9313, -3.1967, 2.6955)  -0.226
C (-0.3302, -2.4156, 3.0985)  -0.229
N (-1.0348, -2.3088, 1.8283)  -0.601
H (1.1832, -4.1767, 0.7856)  0.415
H (1.7768, -2.5240, 2.5265)  0.203
H (1.2095, -3.9450, 3.4350)  0.203
H (-0.1012, -1.4317, 3.5035)  0.227
H (-0.9322, -2.9687, 3.8239)  0.190
H (-1.7563, -1.6276, 1.5941)  0.478

## Properties
Gap between HOMO and LUMO ... 8.2 eV
Strongest force on any atom ... 0.12 eV/A
E_HOMO ... -5.92 eV
Total charge ... -1
ΔE to the lowest compared entry with this formula, charge and spin ... 0.0 kcal/mol

***

Entry 2:
Computed, not measured: a structure of composition C11H14ClFO3PtS, with ωB97M-V/def2-TZVPD.

Each line ends with the natural charge from an NBO analysis.
Cartesian coordinates (Å):
Pt (-1.4334, 0.4066, -0.3091)  1.369
Cl (-3.7725, -4.5238, 4.5833)  0.232
C (-3.1346, -3.2319, 3.7267)  0.016
C (-2.7575, -2.0464, 4.3980)  -0.199
C (-2.2454, -1.0021, 3.6920)  -0.123
C (-2.0856, -1.0824, 2.2637)  0.461
O (-1.6222, -0.0641, 1.6705)  -0.615
C (-2.4575, -2.3084, 1.5909)  -0.253
C (-2.2857, -2.5256, 0.1584)  0.465
O (-1.8426, -1.7197, -0.6527)  -0.565
C (-2.9734, -3.3495, 2.3224)  -0.084
H (-2.8856, -1.9875, 5.4704)  0.273
H (-1.9542, -0.0776, 4.1715)  0.258
H (-2.5734, -3.5156, -0.2163)  0.191
H (-3.2657, -4.2763, 1.8440)  0.261
F (-1.1929, 1.3341, -1.9928)  -0.688
C (4.1992, 1.2522, -1.8213)  -0.629
C (3.2034, 0.4026, -2.6095)  -0.588
S (1.5056, 0.8653, -2.2589)  1.537
O (1.1652, 0.5118, -0.8670)  -0.734
C (1.2509, 2.6116, -2.6808)  -0.566
C (1.2204, 3.4991, -1.4472)  -0.622
H (5.1694, 0.7633, -1.9114)  0.274
H (3.9451, 1.2996, -0.7642)  0.238
H (4.2912, 2.2564, -2.2293)  0.235
H (3.2336, -0.6581, -2.3558)  0.278
H (3.2946, 0.5088, -3.6932)  0.275
H (0.3200, 2.6324, -3.2454)  0.299
H (2.0895, 2.8075, -3.3539)  0.263
H (0.4893, 3.1511, -0.7217)  0.234
H (0.9072, 4.4870, -1.7846)  0.271
H (2.1977, 3.5794, -0.9765)  0.234

## Properties
Gap between HOMO and LUMO (alpha / beta) ... 8.3 / 6.8 eV
Strongest force on any atom ... 0.27 eV/A
⟨S²⟩ ... 6.036
E_HOMO (alpha / beta) ... -15.50 / -16.76 eV
Total charge ... +2
2S+1 ... 5

***

Entry 3:
Computed, not measured: an isolated molecule of C11H14ClN, with ωB97M-V/def2-TZVPD.

Each line ends with the natural charge from an NBO analysis.
Cartesian coordinates (Å):
Cl (-2.3634, -1.4326, 1.5898)  -0.035
C (-2.1410, -0.9412, -0.0986)  -0.012
C (-3.3128, -0.9828, -0.8706)  -0.223
C (-3.2435, -0.4339, -2.1313)  -0.213
C (-1.9810, 0.0584, -2.5695)  -0.203
C (-0.8490, 0.1472, -1.8271)  -0.212
C (-0.9307, -0.3327, -0.4690)  -0.022
C (0.2961, -0.3796, 0.4403)  -0.248
C (1.5861, -0.0237, -0.4048)  -0.410
C (2.7226, -0.3392, 0.4883)  -0.231
N (2.6228, 0.1634, 1.8494)  -0.622
C (1.5377, 1.2474, 1.9667)  -0.230
C (0.1936, 0.6023, 1.6351)  -0.411
H (-4.2310, -1.3308, -0.3418)  0.236
H (-3.9984, -0.4506, -2.8585)  0.218
H (-1.9283, 0.4456, -3.5918)  0.207
H (0.0461, 0.5591, -2.3232)  0.227
H (0.3459, -1.4226, 0.8926)  0.233
H (1.6813, -0.6825, -1.2929)  0.224
H (1.5477, 1.0458, -0.7230)  0.200
H (3.5502, 0.0216, -0.1121)  0.182
H (2.7784, -1.4693, 0.5698)  0.182
H (3.4702, 0.7145, 2.0250)  0.354
H (1.5992, 1.5959, 3.0337)  0.208
H (1.7438, 2.0736, 1.3228)  0.167
H (-0.2589, 0.0688, 2.4730)  0.229
H (-0.4838, 1.4781, 1.3277)  0.205

## Properties
Gap between HOMO and LUMO ... 9.8 eV
Strongest force on any atom ... 2.79 eV/A
SMILES string ... Clc1ccccc1C1CCNCC1
E_HOMO ... -8.93 eV
Total charge ... 0
ΔE to the lowest compared entry with this formula, charge and spin ... 4.4 kcal/mol

***

Entry 4:
Computed, not measured: an isolated molecule of C11H14ClN3, with ωB97M-V/def2-TZVPD.

Each line ends with the natural charge from an NBO analysis.
Cartesian coordinates (Å):
Cl (-5.0715, -3.6418, -2.8243)  -0.015
C (-3.7800, -2.7278, -2.0419)  -0.021
C (-2.7826, -2.0811, -2.7673)  -0.223
C (-1.7642, -1.4355, -2.1048)  -0.213
C (-1.7009, -1.3721, -0.7118)  0.089
N (-0.6961, -0.7264, 0.0094)  -0.265
N (0.1804, -0.0726, -0.6367)  0.022
N (1.1449, 0.5765, 0.0969)  -0.263
C (1.7357, 1.7880, -0.4790)  -0.213
C (1.9946, 2.8522, 0.6100)  -0.404
C (2.7757, 2.2509, 1.7883)  -0.401
C (1.9731, 1.0899, 2.3671)  -0.402
C (1.8006, 0.0000, 1.2812)  -0.239
C (-2.7412, -1.9794, -0.0171)  -0.188
C (-3.7597, -2.6638, -0.6556)  -0.235
H (-2.8299, -2.1553, -3.8474)  0.227
H (-0.9429, -1.0538, -2.7112)  0.232
H (1.1057, 2.1829, -1.2764)  0.227
H (2.7030, 1.5256, -0.9230)  0.175
H (1.0463, 3.2271, 0.9599)  0.204
H (2.5590, 3.7174, 0.2023)  0.215
H (3.0272, 2.9419, 2.5844)  0.214
H (3.7669, 1.9160, 1.4238)  0.193
H (2.4962, 0.6576, 3.2035)  0.208
H (1.0120, 1.4380, 2.7529)  0.207
H (2.8057, -0.3439, 0.9964)  0.181
H (1.2739, -0.8581, 1.6924)  0.236
H (-2.7916, -1.9690, 1.0583)  0.223
H (-4.5404, -3.0834, -0.0301)  0.228

## Properties
Gap between HOMO and LUMO ... 8.2 eV
Strongest force on any atom ... 2.69 eV/A
SMILES string ... Clc1ccc(/N=N/N2CCCCC2)cc1
E_HOMO ... -7.95 eV
Total charge ... 0
ΔE to the lowest compared entry with this formula, charge and spin ... 2.6 kcal/mol

***

Entry 5:
Computed, not measured: an isolated molecule of C11H14ClNO, with ωB97M-V/def2-TZVPD.

Each line ends with the natural charge from an NBO analysis.
Cartesian coordinates (Å):
N (-1.7029, 1.0449, 2.0352)  -0.818
C (-1.6635, -0.0891, 1.1108)  -0.054
C (-1.9581, 0.3537, -0.3825)  -0.421
C (-1.6055, -0.7509, -1.4229)  -0.407
C (-0.1333, -0.9870, -1.6698)  -0.440
C (0.8628, -0.2237, -0.8594)  0.033
C (1.9251, 0.4239, -1.5334)  -0.249
C (2.8648, 1.0967, -0.8170)  -0.014
Cl (4.1645, 1.8656, -1.6691)  -0.003
C (2.7978, 1.2386, 0.5893)  -0.246
C (1.7860, 0.5325, 1.2508)  -0.187
C (0.8081, -0.1694, 0.5328)  -0.084
C (-0.3228, -0.8225, 1.2888)  0.059
O (-0.5359, -2.1561, 0.9593)  -0.705
H (-1.0798, 1.7502, 1.5990)  0.344
H (-2.6277, 1.4358, 1.9315)  0.355
H (-2.4729, -0.7577, 1.4549)  0.204
H (-1.3888, 1.2906, -0.5397)  0.194
H (-2.9931, 0.6582, -0.6391)  0.216
H (-2.1414, -0.4756, -2.3501)  0.210
H (-2.0095, -1.6905, -1.0287)  0.219
H (0.1023, -0.9847, -2.7472)  0.214
H (-0.0072, -2.0461, -1.3601)  0.237
H (1.7923, 0.4026, -2.6236)  0.229
H (3.6425, 1.7876, 1.0235)  0.235
H (1.6980, 0.5381, 2.3473)  0.223
H (-0.1171, -0.6750, 2.3593)  0.183
H (0.3153, -2.5909, 1.1603)  0.472

## Properties
Gap between HOMO and LUMO ... 9.6 eV
Strongest force on any atom ... 2.36 eV/A
SMILES string ... N[C@H]1CCCc2cc(Cl)ccc2[C@@H]1O
E_HOMO ... -8.98 eV
Total charge ... 0
ΔE to the lowest compared entry with this formula, charge and spin ... 20.6 kcal/mol

***

Entry 6:
Computed, not measured: a structure of composition C11H14ClNO, with ωB97M-V/def2-TZVPD.

Each line ends with the natural charge from an NBO analysis.
Cartesian coordinates (Å):
C (4.3234, -1.8126, 0.4268)  -0.532
C (3.2600, -0.6499, -0.0821)  -0.449
H (3.6593, -0.1348, -0.9244)  0.209
H (3.1514, 0.0061, 0.7209)  0.214
C (2.1291, -1.1179, -0.7215)  -0.324
C (1.2365, -0.1849, -1.0267)  0.533
O (1.1503, 0.1142, -2.0761)  -0.598
N (0.5097, 0.4241, -0.2013)  -0.570
H (0.6528, 0.0771, 0.7657)  0.364
C (-0.4312, 1.5617, -0.2911)  -0.226
C (-1.8746, 0.9275, 0.0076)  0.038
C (-2.2714, -0.2383, -0.4022)  -0.286
C (-3.5509, -0.3167, -0.0221)  -0.108
C (-4.5156, 0.3069, 0.6842)  -0.247
C (-3.9994, 1.6996, 0.8553)  -0.200
C (-2.6238, 1.9791, 0.7814)  -0.025
Cl (-2.1457, 3.7641, 1.1590)  -0.047
H (-4.5993, 2.3737, 1.5394)  0.219
H (-5.6170, 0.0719, 0.8387)  0.256
H (-3.9457, -1.5908, -0.1151)  0.157
H (-1.6136, -0.8238, -0.8553)  0.243
H (-0.2798, 1.5649, -1.2607)  0.239
H (-0.1511, 2.2624, 0.3040)  0.203
H (1.6463, -2.0323, 0.3121)  0.117
H (2.1951, -2.0537, -1.7412)  0.256
H (4.5157, -2.4539, -0.4922)  0.193
H (4.0093, -2.2425, 1.1811)  0.180
H (5.1803, -1.4811, 0.6359)  0.191

## Properties
Gap between HOMO and LUMO ... 9.9 eV
Strongest force on any atom ... 18.46 eV/A
E_HOMO ... -9.26 eV
Total charge ... 0
ΔE to the lowest compared entry with this formula, charge and spin ... 268.8 kcal/mol

***

Number 1: electronic energy -182285.786 eV, molecular weight 670.98 g mol⁻¹. Number 2: electronic energy -47077.144 eV, molecular weight 475.83 g mol⁻¹. Number 3: electronic energy -25645.800 eV, molecular weight 195.69 g mol⁻¹. Number 4: electronic energy -28625.233 eV, molecular weight 223.71 g mol⁻¹. Number 5: electronic energy -27693.986 eV, molecular weight 211.69 g mol⁻¹. Number 6: electronic energy -27683.226 eV, molecular weight 211.69 g mol⁻¹.